The following is a quantum chemistry calculation of one molecule with the formula C3H10N2S in a non-equilibrium geometry, from the OMol25 dataset.

CARTESIAN COORDINATES (ANGSTROEM)
N (1.8625, 0.1887, -2.1797)
C (1.3292, -0.6132, -1.0819)
C (0.0955, 0.0115, -0.4502)
N (0.3944, 1.4126, -0.0657)
C (-0.3336, -0.7882, 0.7745)
S (-1.7424, -0.0706, 1.6301)
H (2.8740, 0.2254, -2.1371)
H (1.6635, -0.1814, -3.0991)
H (2.1054, -0.6752, -0.3165)
H (1.0385, -1.6279, -1.3795)
H (-0.7648, 0.0350, -1.1339)
H (0.9206, 1.8317, -0.8235)
H (-0.4821, 1.9069, 0.0381)
H (0.4988, -0.9502, 1.4613)
H (-0.5731, -1.7975, 0.4199)
H (-2.6640, -0.9418, 1.2099)

Atomic forces in eV per Å
0.42 0.04 -0.27
-0.26 -0.10 -0.07
-0.15 1.33 0.49
0.12 -0.76 0.08
0.43 -0.82 -0.73
-0.16 0.11 0.31
-0.10 0.07 0.12
-0.34 -0.07 0.08
-0.10 -0.11 0.09
0.30 -0.03 -0.04
0.20 -0.41 -0.27
-0.09 0.08 -0.07
0.07 0.15 0.03
-0.04 0.45 0.13
-0.27 0.11 0.18
-0.02 -0.02 -0.06

Output
HOMO = -0.3289 Ha
SMILES = NC[C@H](N)CS
spin multiplicity = 1
Kohn-Sham gap = 9.90 eV